# 1
Below is C4H10N2 in the gas phase, with properties calculated with ωB97M-V with the def2-TZVPD basis set.

```
16
Properties=species:S:1:pos:R:3:forces:R:3:nbo_charge:R:1
N -0.59983 1.65734 -0.42500 2.2 0.3 -2.2 -0.8179
N -1.54802 -1.05056 -0.41154 0.7 -0.5 -1.0 -0.8612
C -0.84580 -0.53834 0.73820 0.3 0.0 0.7 -0.0554
C 0.64739 -0.21401 0.68102 -1.1 0.1 3.7 -0.2647
C 1.58089 -0.43145 -0.39566 1.6 -1.1 -3.0 -0.6247
C -0.35568 0.92045 0.78371 -0.5 -0.7 -0.6 -0.0804
H 0.36831 1.89648 -0.84189 -1.9 0.1 1.0 0.3425
H -0.89999 1.00639 -1.17569 -0.3 0.4 0.8 0.3480
H -1.09636 -0.95917 1.75926 -0.1 0.4 -1.5 0.1940
H -0.55359 1.53538 1.66405 0.5 -0.5 0.0 0.2053
H 2.12755 -1.49901 -0.22608 -1.3 2.5 -0.9 0.2320
H -0.93814 -1.36210 -1.22148 -1.2 0.7 1.6 0.3724
H 1.08852 -0.47537 1.66845 -0.2 0.3 -0.7 0.2126
H -2.36812 -0.52239 -0.73367 0.7 -0.3 0.3 0.3763
H 1.01457 -0.34209 -1.42932 1.4 -0.6 1.8 0.1988
H 2.37830 0.37845 -0.43433 -0.8 -1.0 0.1 0.2225
```
Positions in Å, forces in eV/Å.

Computed properties:
Strongest force on any atom ... 0.075 Eh/bohr
Energy above the lowest of the compared OMol25 structures with the same formula, charge and spin ... 49.45 kcal/mol
SMILES ... C[C@H]1[C@@H](N)[C@H]1N
Orbital gap ... 0.355 Eh
HOMO energy ... -8.76 eV
Molar mass ... 86.1 g mol⁻¹
DFT total energy ... -7288.4753 eV
Multiplicity ... 1

# 2
Below is 3 unconnected molecules or ions with the total composition C18H46FO9P3, with properties calculated with ωB97M-V with the def2-TZVPD basis set.

```
77
Properties=species:S:1:pos:R:3:forces:R:3:mulliken_charge:R:1
P -7.27492 -2.10013 1.57797 -0.9 -0.3 -1.3 -0.1361
P -5.03319 -1.78690 1.83166 -1.0 -0.8 0.3 0.0843
P -2.91080 -1.17497 2.39793 -0.1 1.2 0.2 0.7608
F -4.14916 -3.42819 -1.45341 0.0 0.2 0.0 -0.4039
O -1.92094 -2.40977 2.72785 0.2 -0.5 -0.5 -0.4947
O 4.93606 -1.92885 -4.10275 0.1 0.1 -0.2 -0.2482
O 3.05779 0.99714 -3.76523 0.1 0.0 0.2 -0.3277
O 1.65708 2.50173 -0.00298 0.0 0.1 0.2 -0.2666
O 3.65421 4.32717 1.49003 0.0 -0.2 0.0 -0.2772
O -3.05555 -0.36934 3.60937 -0.5 0.5 1.3 -0.7387
O -2.19989 -0.25126 1.26046 0.7 -1.4 -0.1 -0.4373
O 6.14528 0.89842 -3.78517 0.0 0.0 0.0 -0.4659
O 0.72314 3.19508 2.86707 -0.1 0.1 -0.2 -0.2957
C 0.66696 1.95857 2.18314 0.2 0.1 0.3 -0.5598
C -3.52997 -3.04192 -0.24849 -0.1 -0.7 -0.2 0.7807
C 2.11751 1.71363 -2.99027 0.0 -0.1 -0.3 -0.3188
C 3.97223 1.85702 -4.41634 -0.2 -0.2 -0.1 -0.4722
C -7.80836 -3.01490 3.08566 0.8 0.5 0.3 -0.6644
C 6.02395 -1.50896 -3.29768 -0.2 -0.1 0.0 -0.6100
C 5.82541 -0.08961 -2.81679 0.1 0.1 0.1 -0.2811
C 5.06052 4.31584 1.58313 -0.1 0.1 0.0 -0.7460
C -0.52793 3.54848 3.41947 0.1 0.0 0.1 -0.7647
C 1.78085 3.91803 0.02407 -0.1 0.0 -0.1 -0.7131
C 1.83326 1.81841 1.23102 0.0 -0.1 -0.1 -0.5411
C -7.09792 -4.35498 3.26425 -0.5 0.4 0.1 -0.9104
C 5.27398 -3.01558 -4.93286 -0.1 0.0 0.1 -0.7739
C 3.20650 4.40662 0.14895 0.0 0.1 0.2 -0.4008
C 5.21192 1.10170 -4.83773 0.1 0.1 0.0 -0.4443
C -2.26249 -3.87113 -0.10759 -0.1 0.5 0.2 -1.2945
C -4.56311 -3.28711 0.85531 0.0 0.6 -0.4 -1.3484
C -7.91035 -0.40217 1.91621 0.6 -0.4 0.6 -1.2166
H -0.27334 1.87628 1.62314 0.0 0.0 0.0 0.2659
H 6.96130 -1.56891 -3.86394 0.0 0.0 0.0 0.3452
H -7.11948 -4.60186 4.31315 -0.1 -0.4 0.4 0.3547
H 5.49352 5.22965 1.15986 0.1 0.0 0.0 0.3154
H 4.26251 2.67912 -3.74949 0.0 0.0 0.0 0.2607
H -7.59123 -5.13089 2.70032 0.1 -0.3 -0.3 0.3099
H -1.40143 -3.23705 -0.25589 0.4 0.0 -0.2 0.2254
H 3.48461 2.27704 -5.30832 0.1 0.1 0.0 0.4151
H 3.25762 5.45561 -0.17539 0.0 0.0 -0.1 0.3956
H -3.29317 -1.99198 -0.37477 0.0 0.3 0.1 0.1444
H 1.90989 0.76290 0.95606 0.0 0.0 0.0 0.4518
H 4.95066 0.16085 -5.32526 -0.1 0.0 0.1 0.1996
H -7.56040 -2.40331 3.95163 0.0 0.3 0.2 0.3745
H -1.28362 3.66147 2.63382 0.0 -0.1 0.0 0.3195
H -5.46170 -3.62378 0.36629 -0.4 -0.1 -0.2 0.6735
H -2.05936 -2.66040 3.65629 0.2 0.2 -0.2 0.3211
H -0.40565 4.50235 3.92847 0.0 0.0 0.0 0.2493
H -6.05634 -4.28717 2.99580 0.4 -0.1 -0.2 0.1104
H 1.52385 2.38854 -3.62091 0.0 0.0 0.1 0.3569
H -1.24601 -0.44470 1.31438 -0.1 0.4 -0.3 0.2676
H -0.86856 2.79867 4.14157 -0.1 0.0 0.0 0.3114
H 1.45251 0.99482 -2.51902 0.0 0.0 0.0 0.2323
H 5.74229 1.71842 -5.56645 0.0 0.0 0.0 0.3967
H -4.25841 -4.09029 1.50672 0.2 -0.1 0.5 0.5494
H -8.96531 -0.43300 2.14730 -0.3 -0.1 -0.1 0.3994
H 4.81782 0.05345 -2.42139 -0.1 -0.1 -0.1 0.1288
H 1.40349 4.25172 -0.94576 0.0 0.0 0.0 0.4277
H 5.32068 4.25658 2.63785 0.0 0.0 0.0 0.2406
H -7.74111 0.25851 1.08163 0.0 0.1 -0.4 0.4025
H -5.21192 -0.50329 1.24776 0.3 0.0 -0.1 0.0529
H -2.18063 -4.30793 0.87302 0.1 -0.1 0.4 0.3558
H -8.88232 -3.12780 3.09354 -0.3 -0.1 -0.1 0.5169
H 3.85291 3.80481 -0.50275 0.0 0.0 0.0 0.2657
H -2.26661 -4.66552 -0.83414 0.0 -0.2 -0.4 0.4333
H 1.14419 4.35686 0.79378 0.1 0.0 0.1 0.3608
H 5.58234 -3.88603 -4.34162 0.0 0.0 0.0 0.3161
H 4.39016 -3.27620 -5.51145 0.0 0.0 0.0 0.2333
H 6.07901 -2.74294 -5.62567 0.0 -0.1 0.0 0.3267
H 6.52994 0.08029 -1.99938 0.0 0.0 0.0 0.3876
H 6.09283 -2.17821 -2.42813 0.1 0.0 0.0 0.4119
H -5.19749 -1.92311 3.24215 0.4 0.1 0.0 0.1153
H -7.40782 0.01216 2.78572 0.1 0.3 0.3 0.3977
H 0.71066 1.15178 2.93036 -0.1 -0.1 -0.1 0.5217
H 5.47931 3.44280 1.06836 0.0 0.1 0.0 0.3024
H 2.77044 2.10299 1.71209 -0.1 0.1 0.1 0.1938
H 2.61731 2.28460 -2.20758 0.0 0.1 0.0 -0.1113
```
Positions in Å, forces in eV/Å.

Computed properties:
Strongest force on any atom ... 0.031 Eh/bohr
SMILES ... CCP(C)[PH2](C[C@@H](C)F)P(=O)(O)O.COCCOCCOC.COCCOCCOC
Orbital gap ... 0.289 Eh
HOMO energy ... -7.57 eV
Molar mass ... 518.5 g mol⁻¹
DFT total energy ... -68419.9566 eV
Multiplicity ... 1

# 3
Below is C6H10 in the gas phase, with properties calculated with ωB97M-V with the def2-TZVPD basis set.

```
16
Properties=species:S:1:pos:R:3:forces:R:3:nbo_charge:R:1
C -1.48190 0.65338 -1.36609 -1.8 0.3 1.0 -0.6248
C 2.12575 0.38657 0.33973 -1.7 1.7 -0.7 -0.6473
C 0.83316 0.71771 -0.49353 0.6 0.1 -0.1 -0.1403
C -0.65359 -0.94751 1.66962 0.2 -1.2 0.5 -0.3755
C -0.55677 -1.05377 0.33307 -2.6 -3.6 1.3 -0.2135
C -0.34084 0.03619 -0.53577 1.8 3.4 -1.6 -0.0924
H -0.94683 -2.09345 -0.10945 1.0 2.3 0.8 0.2085
H -0.37191 -0.08102 2.29423 -0.3 -0.2 -0.8 0.2004
H -0.96811 -1.84419 2.26621 0.4 0.9 -0.7 0.1975
H 3.04060 0.46592 -0.22413 0.2 0.0 -0.5 0.2146
H -2.27396 1.12117 -0.63030 1.2 -1.3 -1.3 0.2138
H -1.97889 -0.02554 -2.09653 0.1 0.0 1.0 0.2168
H -1.24891 1.50597 -2.00583 0.9 0.0 0.3 0.2206
H 2.22688 1.11214 1.15586 -0.1 0.0 -0.1 0.2124
H 0.88880 1.64117 -1.12502 0.1 -0.9 0.6 0.1911
H 2.07751 -0.55754 0.79281 -0.2 -1.4 0.5 0.2181
```
Positions in Å, forces in eV/Å.

Computed properties:
Strongest force on any atom ... 0.090 Eh/bohr
Energy above the lowest of the compared OMol25 structures with the same formula, charge and spin ... 38.04 kcal/mol
SMILES ... C=C/C(C)=C\C
Orbital gap ... 0.366 Eh
HOMO energy ... -8.80 eV
Molar mass ... 82.1 g mol⁻¹
DFT total energy ... -6382.2097 eV
Multiplicity ... 1